(1)
This record from the Open Molecules 2025 dataset describes a 15-piece molecular cluster, C30H60Br12Cl18 overall in a non-equilibrium geometry. The level of theory is wB97M-V/def2-TZVPD.

HOMO-LUMO gap   0.3781 Ha
LUMO level   -0.01 eV
ΔE to the lowest compared entry with this formula, charge and spin   0.412 eV
Net charge   0
E_HOMO   -0.379 hartree

```
120
C30H60Br12Cl18 (wB97M-V/def2-TZVPD)
Br -4.733 -2.822 5.597
Cl -1.493 -5.895 3.859
H 3.859 -0.358 5.124
C -3.180 -1.986 4.786
H -3.434 6.288 -4.799
C 0.594 -4.377 3.228
H 1.647 2.547 0.981
Cl 8.057 -1.459 1.926
C -1.285 -1.660 -5.759
H 1.978 -1.827 -1.477
H 1.665 2.019 2.677
H -3.577 -2.470 2.773
C -1.653 2.789 5.448
Cl -2.117 1.647 7.816
H 0.512 0.057 -0.990
C -4.637 1.862 2.004
C -2.213 -1.369 -4.632
H -0.615 1.150 6.157
Cl 1.406 -0.444 1.134
H 0.943 -4.565 4.245
H -1.649 -2.552 -6.323
H -5.418 2.263 2.628
Cl -2.680 -4.212 -1.713
H 6.032 -1.180 -0.241
H -1.163 -4.297 1.955
C 1.963 2.777 1.943
Br -2.275 2.669 0.393
H -2.431 7.613 -5.586
C 2.885 -0.359 5.615
Cl 2.475 1.292 6.100
H 6.849 -3.449 1.710
Cl 0.370 -1.528 5.880
H -3.140 -1.106 5.366
H 2.457 2.126 -4.084
C 4.767 1.835 -2.106
Br 1.783 -4.774 -3.906
H 3.944 3.608 2.761
H 3.363 -4.812 -1.590
Cl 6.897 3.310 -2.061
H -4.071 3.281 -3.568
C 3.388 -5.808 -2.041
H -3.050 -0.899 -4.957
H -2.370 -2.798 4.963
H -1.274 -3.510 3.614
H -4.598 3.505 0.527
C -3.495 -1.557 3.382
C 0.935 -2.007 -1.133
Br -1.091 -0.253 -7.085
H -3.690 3.765 2.027
Br 1.169 2.670 -1.996
H 4.710 2.142 -3.138
Cl -6.225 1.620 -4.147
Br -5.565 0.656 0.831
H 3.554 3.732 1.046
C -4.454 2.972 -2.594
C 2.043 -6.185 -2.616
C 6.681 -2.395 1.465
H -3.538 2.796 -1.991
Br 0.942 4.345 2.377
H -2.525 -2.263 -4.096
H 4.197 2.561 -1.462
H 4.085 -5.739 -2.876
H -0.597 -0.936 -0.034
H -3.865 -1.519 -2.156
H 3.017 -0.945 6.537
C 1.850 -1.167 4.852
H -0.418 2.975 -4.634
H -1.486 7.269 -3.368
C 0.420 -0.816 -0.356
Br -1.661 -0.187 -3.170
C -2.466 6.597 -5.174
Cl -2.126 5.497 -6.559
C -0.912 -4.378 3.067
H 7.170 -2.374 -0.730
H -0.325 -1.995 -5.415
H 1.478 -0.770 3.915
H 5.798 -2.119 2.007
C -1.471 6.413 -4.052
H -4.495 0.818 -2.765
C -5.191 1.684 -2.694
Cl -5.336 4.387 -1.981
C 6.318 -2.177 -0.049
H -0.410 6.262 -4.303
H -1.120 2.785 4.495
Br 3.872 -7.215 -0.653
H 0.338 -2.220 -2.020
H 0.956 -3.464 2.776
H 0.727 2.261 -5.774
C -1.639 1.438 6.119
H 6.448 1.595 -0.607
C -3.904 -1.814 -1.108
Br 1.398 4.534 -5.173
Cl 1.366 -5.800 2.330
Cl 4.979 -3.262 -0.460
C 1.424 1.990 -3.844
Cl -5.557 -2.452 -1.097
C 0.612 2.754 -4.816
C 3.411 3.182 1.880
H -1.890 -2.386 -0.531
H 6.792 1.096 -2.271
Cl 0.886 -3.583 -0.080
H -3.843 -0.912 -0.473
C -2.878 -2.823 -0.618
H -5.920 1.576 -1.897
Br -1.903 -0.644 2.682
H -4.282 -0.760 3.306
H 1.146 -6.011 -1.963
Cl -3.330 3.505 5.252
H -1.101 3.461 6.077
Cl -1.809 4.835 -3.239
H -2.179 0.598 5.549
H 1.101 0.924 -3.866
C -3.951 3.033 1.271
Br 4.377 1.515 1.396
H 1.993 -7.164 -3.107
H -3.866 1.349 2.603
Cl 4.138 0.157 -1.963
H 2.306 -2.157 4.757
C 6.224 1.748 -1.696
H -3.125 -3.171 0.451
```

Löwdin atomic charge list, values in e, 6 entries:
1 Br 0.658
2 Cl 0.543
3 H 0.076
4 C -0.741
5 H 0.053
6 C -0.647



(2)
This record from the Open Molecules 2025 dataset describes C30H60Br3N4O4 as an isolated structure in a non-equilibrium geometry. The level of theory is wB97M-V/def2-TZVPD.

HOMO-LUMO gap (spin up / spin down)   0.0919 / 0.2333 Ha
⟨S²⟩   6.021
Spin multiplicity   5
LUMO level (spin up / spin down)   2.05 / 1.31 eV
Net charge   -1
E_HOMO (spin up / spin down)   -0.017 / -0.185 hartree

```
101
C30H60Br3N4O4 (wB97M-V/def2-TZVPD)
H -4.789 -0.332 1.544
H -3.353 -0.516 4.765
C -2.549 5.454 -5.185
C 5.121 -2.872 2.020
H -0.582 3.807 -6.230
C -3.701 -0.230 3.773
C -6.825 -1.883 1.415
H 0.109 1.671 -5.321
C 8.791 -1.766 1.849
C -1.580 5.969 -2.952
C -0.177 4.863 -4.573
H -5.487 -0.938 5.761
H 5.830 -0.451 -0.227
H -8.212 -1.783 3.434
N -5.240 -2.189 3.216
C 4.105 -0.643 1.593
O -4.377 -3.151 4.033
H -2.957 -0.653 3.097
C -2.507 1.990 -5.372
H -7.727 -2.150 0.863
Br -0.261 -0.865 3.231
C 5.867 -1.496 0.084
H 3.096 1.914 -2.392
C 6.273 -3.754 2.257
H 2.766 -0.723 -4.582
H -7.019 -0.026 0.553
H -1.094 6.932 -3.111
C 8.444 -1.340 4.208
C 5.459 -1.396 1.601
H -2.432 2.625 -6.255
H -7.379 -4.443 1.688
H -2.566 6.245 -2.577
N 3.240 1.125 -3.005
C -6.379 -4.155 2.012
H 4.200 0.417 1.355
H 2.297 -2.051 -3.276
N -2.065 3.642 -3.401
H -5.774 0.596 5.149
C -1.659 2.389 -4.138
H -2.204 6.346 -5.708
H -3.490 5.846 -4.799
Br -1.215 0.193 0.293
C -5.856 -0.452 4.857
H 7.593 -1.063 4.832
H 9.819 -1.979 2.142
C -7.717 -2.745 3.566
Br -0.691 -2.857 0.788
H 8.998 -2.154 4.676
H 6.780 -4.129 1.368
H 6.567 -3.145 4.136
H 9.126 -0.490 4.189
H 0.934 -0.933 0.833
H -6.936 -0.588 4.805
H 3.861 1.167 -3.801
C 2.806 -0.064 -2.625
H 1.111 3.623 -5.938
N 6.539 -0.877 2.509
C 7.693 -1.699 2.933
H -3.596 0.838 3.963
H -8.444 -3.536 3.384
H -2.698 4.810 -6.051
H -5.962 -2.067 0.775
H 6.863 -1.848 -0.186
H 0.553 4.902 -3.764
C 7.219 -3.099 3.264
H 8.870 -0.745 1.476
O 6.680 0.604 2.514
H -1.110 5.568 -2.054
H 0.510 2.538 -3.777
H 5.864 -4.656 2.713
O -3.466 3.640 -3.058
O 2.217 -0.238 -1.539
H 4.572 -3.361 1.216
H -2.229 0.974 -5.651
H -5.488 1.098 2.342
H 3.532 -0.783 2.509
H 8.063 -3.739 3.522
H -5.995 -4.964 2.632
H -3.519 2.061 -4.973
C 2.909 -1.218 -3.621
H -7.389 -2.879 4.596
H -2.658 0.809 -3.023
H -0.004 5.701 -5.248
C -1.677 1.268 -3.140
C 0.152 3.720 -5.429
H 8.568 -2.344 0.953
H -5.705 -4.106 1.157
H -1.542 1.662 -2.133
C -0.073 -1.036 1.237
H 3.565 -1.002 0.717
H 3.944 -1.557 -3.666
H 5.069 -2.025 -0.436
C -6.482 -2.757 2.644
C -1.697 4.912 -4.078
H -0.964 0.474 -3.364
C -0.158 2.476 -4.636
C -5.551 0.014 2.243
C -6.853 -0.393 1.566
H -7.700 0.003 2.126
H 4.338 -2.822 2.776
C -5.151 -0.728 3.545
```

Löwdin atomic charge list, values in e, 6 entries:
1 H 0.120
2 H 0.069
3 C -0.045
4 C -0.166
5 H 0.098
6 C -0.082



(3)
This record from the Open Molecules 2025 dataset describes C30H60Cl10F12N2O16S4Zn as an isolated structure in a non-equilibrium geometry. The level of theory is wB97M-V/def2-TZVPD.

HOMO-LUMO gap   0.3425 Ha
LUMO level   -0.10 eV
Net charge   0
E_HOMO   -0.346 hartree

```
135
C30H60Cl10F12N2O16S4Zn (wB97M-V/def2-TZVPD)
H -19.963 -10.774 -8.679
Cl -10.588 -14.017 -8.937
O -9.243 -10.689 -15.362
C -7.381 -12.552 -15.878
F -5.743 -11.906 -11.592
H -18.869 -9.395 -11.523
O -7.110 -9.858 -16.126
C -18.915 -8.949 -10.518
H -16.992 -9.679 -7.349
C -17.422 -6.625 -19.032
H -15.473 -19.070 -22.539
O -14.828 -18.012 -20.918
H -7.887 -11.090 -9.322
C -16.955 -8.905 -19.408
Cl -15.469 -11.415 -6.920
C -9.229 -9.056 -10.417
Cl -15.492 -12.935 -10.258
F -11.319 -12.361 -16.061
Cl -16.966 -12.782 -13.302
C -9.614 -7.488 -13.726
C -9.810 -16.331 -14.115
N -7.517 -10.782 -13.669
C -15.926 -9.709 -7.144
C -12.205 -12.605 -15.128
H -16.673 -8.950 -20.468
H -14.124 -8.922 -8.071
C -16.181 -10.729 -16.413
F -4.218 -10.396 -11.674
F -6.537 -13.118 -15.037
H -15.737 -16.390 -16.751
C -15.503 -18.288 -18.597
C -14.553 -18.633 -22.135
H -10.450 -10.112 -17.431
H -8.662 -7.028 -13.998
O -12.272 -10.609 -10.685
H -18.098 -9.436 -9.956
H -11.467 -7.792 -19.059
H -10.271 -6.718 -13.321
C -15.186 -9.049 -8.279
S -12.602 -10.649 -12.073
H -11.883 -15.991 -8.897
C -15.662 -14.302 -11.372
C -14.735 -16.635 -17.128
H -13.984 -14.877 -7.878
H -21.494 -10.597 -9.490
F -6.198 -9.905 -10.932
S -7.810 -10.793 -15.328
H -16.734 -10.982 -18.948
H -18.717 -7.008 -9.623
H -16.896 -5.680 -18.936
H -15.093 -10.565 -16.308
H -16.240 -11.749 -16.837
H -13.718 -19.338 -22.069
H -15.728 -9.222 -6.194
H -16.163 -19.428 -20.333
O -20.170 -9.132 -9.963
Cl -9.340 -9.852 -19.491
H -20.155 -11.154 -10.453
C -15.729 -13.977 -12.849
H -14.555 -19.808 -19.877
H -9.428 -7.049 -11.238
S -5.995 -10.178 -13.537
F -12.140 -8.086 -12.063
C -18.598 -7.477 -10.602
H -10.134 -17.399 -12.262
H -8.646 -12.288 -10.407
O -9.384 -8.498 -12.731
F -8.493 -13.276 -15.902
C -19.403 -6.912 -12.772
H -13.029 -13.469 -7.640
Zn -9.344 -10.517 -12.929
H -10.569 -15.584 -13.899
O -6.032 -8.752 -13.545
Cl -15.936 -7.472 -8.560
H -14.215 -17.847 -22.813
C -13.049 -8.944 -12.536
H -15.212 -19.020 -17.823
H -16.576 -18.099 -18.440
C -10.275 -9.271 -18.098
H -14.770 -14.933 -11.288
C -8.940 -7.996 -11.461
F -6.855 -12.476 -17.066
O -19.551 -6.751 -11.385
C -5.494 -10.627 -11.820
H -19.459 -7.967 -13.061
O -14.745 -17.100 -18.453
O -13.750 -11.366 -12.516
C -8.758 -11.310 -9.937
C -12.956 -14.549 -7.751
F -13.119 -8.822 -13.854
H -20.246 -6.422 -13.248
O -16.493 -7.668 -18.897
F -14.219 -8.676 -12.004
O -16.805 -9.832 -17.263
H -15.934 -14.884 -13.409
N -11.289 -10.941 -12.987
F -12.705 -13.809 -15.256
Cl -10.645 -17.505 -15.183
O -12.016 -13.462 -12.562
H -14.769 -13.576 -13.152
S -11.361 -12.570 -13.451
O -8.890 -10.324 -10.954
H -9.641 -11.421 -9.302
H -17.562 -7.344 -10.928
C -11.587 -8.736 -18.536
F -13.169 -11.702 -15.184
H -9.637 -8.590 -17.541
C -12.096 -14.924 -8.900
H -15.231 -9.678 -9.170
H -15.288 -9.936 -18.634
C -20.412 -10.471 -9.633
H -7.857 -7.848 -11.547
C -9.318 -16.993 -12.854
H -8.621 -17.802 -13.055
H -14.163 -15.705 -17.125
H -10.077 -7.976 -14.578
Cl -8.510 -15.759 -11.854
C -15.236 -18.944 -19.958
H -18.056 -8.929 -19.377
H -17.940 -6.635 -20.001
C -16.381 -10.009 -18.582
H -12.062 -9.465 -19.184
H -12.623 -14.759 -9.842
H -16.494 -14.906 -11.020
H -18.459 -6.504 -13.153
H -9.026 -15.819 -14.665
H -14.222 -17.352 -16.474
O -9.962 -12.828 -13.679
Cl -12.369 -15.292 -6.239
H -16.609 -10.718 -15.417
H -10.296 -9.047 -10.164
H -8.690 -8.833 -9.495
Cl -12.617 -8.385 -17.126
O -5.081 -10.839 -14.397
H -18.189 -6.702 -18.251
```

Löwdin atomic charge list, values in e, 6 entries:
1 H 0.087
2 Cl 0.614
3 O -0.324
4 C -0.676
5 F 0.158
6 H 0.121



(4)
This record from the Open Molecules 2025 dataset describes a 3-piece molecular cluster, C30H60ClN4O5 overall in a non-equilibrium geometry. The level of theory is wB97M-V/def2-TZVPD.

HOMO-LUMO gap   0.2906 Ha
LUMO level   -3.74 eV
Net charge   +1
E_HOMO   -0.428 hartree

```
100
C30H60ClN4O5 (wB97M-V/def2-TZVPD)
C 2.940 -1.265 3.192
H -2.615 -3.253 1.018
Cl 3.398 -1.190 -1.926
H 0.655 -4.500 -0.727
H -6.073 -0.901 5.182
H -3.774 -1.891 5.106
H -6.190 -0.770 3.341
C 7.181 2.470 -4.986
H 0.044 2.423 0.750
C 1.564 -0.748 2.456
H 1.000 -0.107 3.224
C -0.011 -3.905 0.021
C 3.091 -2.348 -6.939
H 2.985 -0.456 0.760
O -6.158 3.162 3.218
C -4.343 -1.836 4.104
H 7.006 2.838 -6.001
H -7.033 2.492 0.774
H -3.401 -2.978 -1.699
H -1.876 1.591 3.205
H 2.519 -2.179 -7.857
C -1.283 3.832 3.087
H 3.003 2.136 0.682
N 0.278 -2.456 -0.206
N -1.259 0.599 0.820
C -5.677 2.158 2.595
H 3.410 -2.031 2.448
H 8.244 2.234 -4.878
H 6.628 3.749 -1.814
C -3.209 -2.114 -0.943
C 6.740 3.502 -3.960
H 6.605 1.544 -4.882
H -4.884 -2.831 3.891
C -6.311 1.678 1.176
O -4.540 1.416 3.068
C -0.929 2.007 1.181
H -5.481 1.470 5.042
H 3.698 -0.421 3.369
C -1.696 -1.587 -1.175
H 7.295 4.432 -4.112
H 4.091 -1.925 -7.068
H -4.290 -0.560 0.993
H -1.098 -4.203 -0.227
H 1.633 0.012 -6.777
H -0.027 1.948 3.303
C 2.017 0.089 1.125
H -0.320 4.395 3.376
C 2.387 -1.735 -5.739
C 0.454 -4.431 1.503
C 2.235 -0.231 -5.896
H -5.245 -1.938 1.777
H 3.183 -3.432 -6.818
C 2.536 1.569 1.586
H 1.717 0.195 -5.032
C -3.125 3.856 5.361
C -0.334 -0.229 0.319
H 1.722 2.203 2.089
H 0.120 -3.728 2.347
C -2.319 3.895 4.325
C 6.960 3.001 -2.541
H -3.793 0.666 4.894
H -2.789 -0.481 3.058
H -1.742 4.386 2.182
H 1.515 2.043 -0.940
H 0.589 -2.139 -6.394
C -3.298 -1.498 2.883
O 1.097 -2.328 -5.592
N 1.051 0.064 0.009
C -1.016 2.251 2.805
H -1.786 2.670 0.746
H -4.331 -3.524 0.386
C 2.534 0.415 -2.112
H -6.871 0.663 1.281
H 4.858 2.978 -4.016
C -3.501 -2.714 0.525
H 2.952 -1.956 -4.828
O 2.848 1.216 -3.053
C -4.825 0.806 4.375
C -4.166 -1.587 1.513
H -3.932 -1.258 -1.252
H 3.209 0.256 -5.994
H 8.016 2.782 -2.359
H 1.602 -4.627 1.538
H -2.232 0.251 0.964
H 0.373 0.905 -1.836
C -5.461 -0.672 4.225
H 2.699 -1.861 4.160
H -1.748 -0.480 -1.538
N -0.817 -1.633 0.056
H 0.713 -2.266 -1.124
H 6.377 2.094 -2.352
H 3.415 1.455 2.344
O 5.358 3.797 -4.149
H 1.001 -1.732 2.184
H -0.044 -5.473 1.659
H -2.482 -2.328 2.961
H -5.503 1.524 0.371
C 1.318 0.926 -1.148
H -3.795 4.080 6.260
H -1.266 -2.181 -2.071
```

Löwdin atomic charge list, values in e, 6 entries:
1 C -0.105
2 H 0.084
3 Cl 0.650
4 H 0.134
5 H 0.125
6 H 0.116



Looking at calculated total energy for the records above, in order, we have -1097998.807 -256350.797 -317411.617 -60786.718 eV.